C44H37Cl2GeN5O4Os | ωB97M-V/def2-TZVPD

```
94
Properties=species:S:1:pos:R:3:mulliken_spin:R:1
Os -1.27730 -0.22945 1.38017 1.594
Ge 1.83698 -1.13543 -1.64451 0.053
Cl -7.61714 3.44353 1.70815 0.008
Cl -5.81272 -1.49601 0.57987 0.006
O -3.24222 -0.39056 1.22893 0.159
O -1.22668 -2.22835 0.87839 0.037
O -1.54429 1.75948 1.75977 0.047
O 0.95671 -2.35300 0.62852 0.010
N 0.02724 1.27100 -3.00073 0.269
N -0.74906 0.08504 -0.60460 0.384
N 0.31149 -0.43914 5.19457 0.008
N 0.78105 -0.02291 1.56285 0.009
N -1.03074 -0.43618 3.45535 0.030
C -3.17095 -0.95580 4.71110 0.006
C 4.30212 -1.03159 -5.78325 0.000
C 0.19625 4.14941 -0.97689 -0.082
C 2.00347 2.25852 -2.01220 0.344
C 2.41390 3.52785 -1.76574 -0.119
C 4.51853 -1.96443 -4.78067 0.001
C 2.78506 -0.94784 -3.45335 -0.002
C -1.80602 -0.72598 4.57303 0.013
C -2.63465 2.37004 1.87138 -0.010
C 5.00256 -2.16332 1.06554 -0.001
C -6.30874 2.34952 1.54730 0.038
C 5.57073 -0.04072 0.10317 0.003
C -2.79241 -1.14556 7.10298 0.004
C 5.87554 -1.09151 0.95649 0.003
C -1.11028 0.52307 -2.95385 0.193
C -0.32619 -3.24574 -1.14269 -0.002
C -0.26725 2.89620 -1.20341 0.381
C 3.32405 -0.06420 -5.62684 0.004
C 0.86699 -2.89311 -2.04838 0.007
C 1.29806 0.16028 2.93258 0.010
C 0.58500 0.57487 -0.79028 -0.066
C -1.52605 -0.06095 -1.71520 0.061
C 0.21549 -0.26516 3.87127 -0.005
C -1.43290 -0.94198 6.97362 0.000
C 3.76679 -1.91938 -3.61365 -0.005
C -6.55615 1.02049 1.16919 -0.023
C 1.22993 0.95001 0.54039 0.012
C -5.02404 2.76765 1.78230 -0.011
C -3.46057 -0.97731 -2.84846 0.051
C -3.03535 -0.40437 -4.06165 0.106
C 4.39063 -0.05997 -0.62846 0.015
C -2.72529 -0.81295 -1.70729 0.048
C 3.81343 -2.17774 0.34513 0.004
C -0.95852 -0.72905 5.68679 0.004
C 2.55992 -0.02466 -4.46258 -0.004
C 1.53848 4.49996 -1.24020 0.403
C 0.60554 1.79288 -1.75230 -0.077
C -3.94560 1.87331 1.65975 -0.019
C 3.49656 -1.11955 -0.50207 -0.004
C -1.87467 0.32393 -4.11074 -0.075
C -5.52043 0.12672 1.05252 0.022
C -3.64573 -1.15634 5.99066 -0.003
C -0.18984 -2.59613 0.21444 0.027
C -4.17785 0.50816 1.31549 0.047
H -1.30508 2.64547 -1.01503 0.022
H 2.20596 -0.42939 3.07877 0.001
H 1.67742 -3.61260 -1.91989 0.000
H 1.15435 -0.38538 5.74488 0.000
H 5.27613 -2.72938 -4.89312 0.000
H 3.95470 -2.64331 -2.82736 -0.001
H -1.54183 0.77349 -5.03816 0.000
H 2.31662 0.95091 0.44330 -0.007
H 3.43435 3.80381 -2.00048 -0.003
H -3.82178 -0.98701 3.84703 0.004
H 1.54108 1.21144 3.10580 0.004
H 4.18423 0.75559 -1.31091 -0.015
H -0.76920 -0.94388 7.82765 0.000
H 1.78652 0.71878 -4.37156 0.002
H 2.66739 1.53379 -2.46630 0.075
H 0.10026 1.89595 -3.79370 0.005
H -4.83614 3.79698 2.06184 0.000
H 5.24490 -2.99478 1.71595 0.000
H 3.14208 -3.01926 0.44613 0.000
H -3.20785 -1.30429 8.08840 0.000
H -1.26594 -2.90628 -1.57649 0.006
H -2.56220 3.42483 2.15005 -0.002
H -0.41864 -4.32443 -0.98664 0.000
H 1.88050 5.50968 -1.06599 0.008
H 0.89732 1.94787 0.84670 -0.019
H 1.09091 -0.97735 1.23351 -0.010
H 6.25583 0.79004 -0.00887 0.000
H 0.57773 -2.89080 -3.09651 0.002
H 3.14508 0.66533 -6.40703 0.000
H 4.89930 -1.05564 -6.68517 0.000
H -3.62353 -0.53572 -4.95937 0.003
H -4.70216 -1.32963 6.14275 0.000
H 6.79400 -1.07947 1.52842 0.000
H -3.03345 -1.29645 -0.79436 0.006
H -7.56698 0.69369 0.96493 0.000
H -0.48438 4.90339 -0.59951 -0.001
H -4.37043 -1.56153 -2.82136 0.002
```

charge = +2
E_tot = -5361.10984 Ha
spin multiplicity = 5
HOMO-LUMO gap (spin up / spin down) = 6.0 / 5.1 eV
energy relative to the best compared isomer or geometry (same formula, charge and spin) = 200.9 kJ/mol

***

C7H7N3O4S | ωB97M-V/def2-TZVPD

```
22
Properties=species:S:1:pos:R:3:mulliken_charge:R:1
S -1.34897 -1.93253 0.11250 1.105
O -2.11710 2.47255 0.63256 -0.266
O 1.67971 0.45960 0.57637 -0.327
O -1.90637 -2.41656 -1.11085 -0.607
O -0.33217 -2.70121 0.73396 -0.536
N -0.28730 -0.31201 -0.61441 -0.363
N -1.82363 1.08251 0.64718 -0.431
N -2.59539 -1.50666 1.16344 -0.554
C -1.24050 3.07768 -0.13126 -0.267
C 0.99117 -0.38908 -0.30345 0.294
C -0.47619 2.15123 -0.78915 -0.354
C 2.96730 0.08528 0.65252 -0.427
C 1.96181 -1.33129 -0.73764 -0.450
C 3.14568 -1.05394 -0.13166 -0.512
C -0.91479 0.90961 -0.26216 0.674
H 0.15965 2.41046 -1.66722 0.329
H 4.02403 -1.62158 -0.05655 0.433
H -2.38636 -0.58873 1.41678 0.456
H 3.50594 0.87395 1.00173 0.483
H -3.41556 -1.76090 0.60255 0.325
H -1.34026 4.14889 -0.27909 0.429
H 1.74931 -2.05729 -1.45615 0.568
```

charge = 0
structure (SMILES) = NS(=O)(=O)N(c1ccon1)c1ccco1
E_tot = -1134.19705 Ha
HOMO-LUMO gap (spin up / spin down) = 7.6 / 7.6 eV
energy relative to the best compared isomer or geometry (same formula, charge and spin) = 28.7 kJ/mol

***

C2H4Cl2 | ωB97M-V/def2-TZVPD

```
8
Properties=species:S:1:pos:R:3:mulliken_charge:R:1
Cl -0.40726 -1.93373 -0.80115 -0.192
Cl 0.27457 2.06479 0.67734 -0.199
C 0.30936 0.59364 -0.35397 -0.453
C -0.32288 -0.58942 0.36552 -0.405
H -0.15543 0.84066 -1.30028 0.331
H -1.30724 -0.33740 0.75712 0.318
H 0.26614 -0.94519 1.20523 0.296
H 1.34276 0.30665 -0.54982 0.304
```

charge = 0
structure (SMILES) = ClCCCl
E_tot = -998.98977 Ha
HOMO-LUMO gap = 12.0 eV
energy relative to the best compared isomer or geometry (same formula, charge and spin) = 6.1 kJ/mol

***

C3H6FN3 | ωB97M-V/def2-TZVPD

```
13
Properties=species:S:1:pos:R:3:mulliken_charge:R:1
F -0.42969 0.48579 1.96024 -0.284
N 0.07265 -0.59062 -1.42191 -0.098
N -0.09668 0.64077 -2.14307 -0.640
N -1.11626 -1.49791 0.26965 -0.683
C 0.36543 0.28138 0.83952 0.497
C 1.47251 1.00321 0.68902 -0.820
C -0.26294 -0.66439 -0.09175 0.261
H -0.53846 1.28930 -1.48492 0.280
H 1.85064 1.64574 1.44388 0.314
H 2.01376 0.98065 -0.24067 0.279
H -1.25138 -1.59245 1.27743 0.268
H -0.48616 -1.30651 -1.86434 0.370
H 0.81078 1.02434 -2.32693 0.255
```

charge = 0
structure (SMILES) = [H]/N=C(/NN)C(=C)F
E_tot = -381.97829 Ha
HOMO-LUMO gap = 10.0 eV
energy relative to the best compared isomer or geometry (same formula, charge and spin) = 140.3 kJ/mol

***

C6H15N3O2 | ωB97M-V/def2-TZVPD

```
26
Properties=species:S:1:pos:R:3:mulliken_charge:R:1
O 2.06103 0.86826 -2.75296 -0.672
O 0.59116 0.58211 -1.20096 -0.671
N -1.73525 0.15690 -0.69384 -0.437
N -2.00760 -1.96885 0.20964 -0.256
N -3.87016 -0.66218 -0.43781 -0.454
C -2.50928 -0.80071 -0.24580 0.600
C 3.96290 2.25797 -0.37678 -0.949
C -0.59344 -1.53169 2.12717 -1.022
C 1.73308 1.00303 -1.55600 0.339
C 2.40659 1.92483 -0.40346 -0.257
C -0.61392 -2.00964 0.70102 -0.014
H 1.89077 2.88666 -0.20879 0.289
H -2.70659 -2.43331 0.77119 0.301
H 0.00159 -1.26653 0.15920 -0.145
H 4.36863 2.22574 0.62683 0.287
H -1.16533 -2.10942 2.86734 0.331
H -0.05018 -2.94095 0.47246 0.277
H -2.16123 0.77662 -1.35793 0.243
H -1.19480 -0.57298 2.10426 0.260
H -4.24936 0.23067 -0.68635 0.210
H 4.35924 1.45265 -0.98639 0.282
H 3.93808 3.27907 -0.73904 0.262
H 2.07001 1.28855 0.40229 0.196
H 0.41498 -1.35492 2.50359 0.346
H -4.35322 -1.53307 -0.58620 0.214
H -0.58771 0.25120 -0.71267 0.438
```

charge = 0
E_tot = -552.32468 Ha
HOMO-LUMO gap = 7.9 eV
energy relative to the best compared isomer or geometry (same formula, charge and spin) = 97.0 kJ/mol

***

C6H16N2 | ωB97M-V/def2-TZVPD

```
24
Properties=species:S:1:pos:R:3:mulliken_charge:R:1
N 0.26193 -1.75367 0.70663 -0.257
N 2.17770 -2.44379 -0.66535 -0.647
C -0.41538 1.86199 -1.00505 -0.470
C -1.19604 0.69547 -0.38781 -0.518
C -0.99988 3.22153 -0.59616 -1.205
C -0.93398 0.50003 1.08907 -0.364
C 0.14957 -0.53099 1.48147 -0.942
C 0.93348 -1.67262 -0.59290 -0.548
H 0.63987 1.74538 -0.74646 0.248
H -0.59608 1.42972 1.55363 0.313
H 0.05998 -0.85040 2.52158 0.350
H 0.27171 -1.93352 -1.41526 0.357
H -2.25971 0.80260 -0.61657 0.362
H -1.67247 3.11081 0.26777 0.325
H 1.25920 -0.64079 -0.72770 0.254
H -0.28541 3.87949 -0.08629 0.335
H -1.84077 0.20189 1.62499 0.308
H -1.49557 3.68235 -1.44505 0.307
H 2.80273 -2.03251 0.01611 0.258
H 1.09839 -0.02596 1.32491 0.388
H -0.96446 -0.19260 -0.96270 0.237
H 2.02295 -3.41283 -0.41924 0.254
H -0.40772 1.76605 -2.08686 0.428
H -0.57651 -2.31395 0.68160 0.229
```

charge = 0
structure (SMILES) = CCCCCNCN
E_tot = -347.68821 Ha
HOMO-LUMO gap = 9.6 eV
energy relative to the best compared isomer or geometry (same formula, charge and spin) = 96.1 kJ/mol

***

H4N2 | ωB97M-V/def2-TZVPD

```
6
Properties=species:S:1:pos:R:3:mulliken_charge:R:1
N -0.70759 -0.00720 -0.16810 -0.495
N 0.70272 -0.00097 0.14926 -0.467
H -1.02226 -0.78258 0.43501 0.248
H 1.07687 -0.79628 -0.36870 0.235
H 1.03938 0.83867 -0.31228 0.233
H -1.05990 0.79737 0.37784 0.245
```

charge = 0
structure (SMILES) = NN
E_tot = -111.85764 Ha
HOMO-LUMO gap = 9.9 eV
energy relative to the best compared isomer or geometry (same formula, charge and spin) = 19.8 kJ/mol

***

C4H10NO | ωB97M-V/def2-TZVPD

```
16
Properties=species:S:1:pos:R:3:mulliken_spin:R:1
O -1.68510 -1.58453 -0.33396 0.849
N 1.86656 1.31397 0.38589 0.001
C 0.49277 0.81994 0.15443 0.006
C -0.33082 0.50032 1.52210 0.007
C 0.51305 -0.44628 -0.73126 0.004
C -0.89812 -0.88290 -1.18639 -0.013
H 0.89793 -1.18083 -0.04197 -0.003
H -1.53655 -0.11165 -1.63171 0.045
H 1.82020 2.34200 0.42974 0.000
H -0.13700 1.56694 -0.32333 0.000
H 0.37018 0.22497 2.28630 0.001
H 1.15951 -0.23625 -1.58971 0.005
H -0.72020 -1.56259 -2.06276 0.102
H -1.06780 -0.27996 1.34344 -0.003
H -0.89946 1.38185 1.73519 -0.001
H 1.84194 1.26369 1.41835 -0.001
```

charge = 0
E_tot = -288.29246 Ha
spin multiplicity = 2
HOMO-LUMO gap (spin up / spin down) = 11.1 / 8.6 eV
energy relative to the best compared isomer or geometry (same formula, charge and spin) = 90.7 kJ/mol

***

C4H5N3S | ωB97M-V/def2-TZVPD

```
13
Properties=species:S:1:pos:R:3:mulliken_charge:R:1
S -3.23386 -0.71951 0.00185 -0.354
N -0.55633 -0.67945 0.15946 -0.399
N 1.77438 -0.03528 0.06824 -0.629
N 0.47626 0.23905 0.37244 0.599
C -1.36340 1.38977 -0.16020 -0.550
C -1.74490 0.00117 -0.02907 0.219
C -0.04312 1.48217 0.05989 -0.300
C 2.10193 -1.22291 -0.22236 -0.278
H 3.15223 -1.40455 -0.42804 0.259
H -0.56164 -1.49664 0.79869 0.305
H -2.05962 2.18852 -0.37062 0.387
H 1.40990 -2.04146 -0.27025 0.298
H 0.64815 2.29912 0.01996 0.443
```

charge = 0
structure (SMILES) = C=Nn1ccc(=S)[nH]1
E_tot = -717.79524 Ha
HOMO-LUMO gap = 8.1 eV
energy relative to the best compared isomer or geometry (same formula, charge and spin) = 258.4 kJ/mol

***

What did the seventh record say?
H4N2 | ωB97M-V/def2-TZVPD

```
6
Properties=species:S:1:pos:R:3:mulliken_charge:R:1
N -0.70759 -0.00720 -0.16810 -0.495
N 0.70272 -0.00097 0.14926 -0.467
H -1.02226 -0.78258 0.43501 0.248
H 1.07687 -0.79628 -0.36870 0.235
H 1.03938 0.83867 -0.31228 0.233
H -1.05990 0.79737 0.37784 0.245
```

charge = 0
structure (SMILES) = NN
E_tot = -111.85764 Ha
HOMO-LUMO gap = 9.9 eV
energy relative to the best compared isomer or geometry (same formula, charge and spin) = 19.8 kJ/mol

***

- Which formula does entry 8 have?
  C4H10NO